[1]
# C4H6CuLiO

C4H6CuLiO as an isolated structure in a non-equilibrium geometry (the ωB97M-V functional and the def2-TZVPD basis, the Open Molecules 2025 dataset).

Summary:
Total charge: +1
Highest occupied orbital energy (spin up / spin down), hartree: -0.4050 / -0.4086
Energy relative to the best compared isomer or geometry (same formula, charge and spin), eV: 0.187
2S+1: 2
⟨S²⟩: 0.7635
Largest force on an atom, eV/A: 2.3
Gap between HOMO and LUMO (spin up / spin down), eV: 5.442 / 5.541

Each line ends with the Löwdin charge.
Atoms and positions in Å:
O1 1.115 0.992 1.054  -0.34
H1 0.268 1.983 -2.000  0.05
H2 -1.770 -2.980 0.614  0.07
C1 0.515 1.218 -1.261  -0.04
H3 1.717 2.560 -0.154  0.11
C2 -1.641 -1.889 0.561  -0.13
H4 0.652 0.261 -1.775  0.04
H5 -1.184 -1.634 -1.592  0.06
H6 -1.785 -1.333 1.497  0.06
Li1 0.816 -1.119 0.627  0.77
C3 -1.346 -1.281 -0.572  0.01
C4 1.168 1.607 -0.121  -0.40
Cu1 1.474 1.615 3.122  0.76



[2]
# C26H27Cl2N5

A 6-piece molecular cluster, C26H27Cl2N5 overall in a non-equilibrium geometry (the ωB97M-V functional and the def2-TZVPD basis, the Open Molecules 2025 dataset).

Summary:
Highest occupied orbital energy, hartree: -0.3521
Energy relative to the best compared isomer or geometry (same formula, charge and spin), eV: 0.644
2S+1: 1
Largest force on an atom, eV/A: 2.0
Gap between HOMO and LUMO, eV: 10.212

Each line ends with the Löwdin charge.
Atoms and positions in Å:
H1 -3.000 0.704 1.721  0.11
H2 -6.813 2.098 -4.391  0.10
H3 3.309 1.492 5.177  0.10
H4 -2.856 1.719 -2.905  0.10
C1 5.997 -1.357 3.305  -0.15
C2 -1.294 1.387 -5.394  -0.07
N1 -0.179 0.026 -3.773  0.05
C3 0.460 1.100 -3.286  -0.14
H5 1.367 3.005 5.675  0.10
C4 0.036 1.427 6.030  -0.07
N2 0.890 -0.805 5.715  0.06
H6 -1.917 1.505 -6.269  0.11
C5 -0.637 -0.374 -0.407  -0.17
H7 3.286 -1.854 0.708  0.09
H8 1.257 0.920 -2.575  0.11
H9 7.381 -1.049 1.623  0.10
H10 -4.664 3.137 -3.794  0.10
H11 -0.845 0.619 3.235  0.09
Cl1 1.478 -3.225 -2.215  0.47
C6 -1.867 0.014 0.108  -0.06
C7 1.291 1.925 5.625  -0.09
C8 0.341 2.326 -3.911  -0.08
C9 -1.995 0.434 1.435  -0.05
H12 -2.736 0.006 -0.541  0.08
C10 2.094 -0.318 5.434  -0.16
H13 -5.562 -1.618 -3.181  0.10
H14 -1.372 -0.798 -5.175  0.09
H15 -0.713 2.162 6.282  0.10
H16 2.761 -1.582 2.973  0.08
C11 4.097 -1.612 1.383  -0.06
C12 0.300 -0.214 1.660  -0.14
C13 -4.824 2.078 -3.648  -0.07
C14 -6.022 1.464 -4.000  -0.17
H17 -0.451 -2.797 -0.897  -0.01
Cl2 -1.328 -3.218 -3.105  0.52
N3 -6.315 0.191 -3.769  0.06
C15 2.338 1.058 5.376  -0.06
N4 4.742 -1.483 3.710  0.06
C16 -0.249 -3.453 -1.734  -0.99
H18 -0.355 -4.486 -1.422  0.02
C17 6.383 -1.308 1.950  -0.07
C18 5.425 -1.515 0.976  -0.08
H19 -3.237 -0.737 -2.703  0.07
H20 -0.660 3.456 -5.387  0.11
C19 -4.033 -0.100 -3.067  -0.09
H21 6.750 -1.196 4.065  0.10
C20 -0.577 2.480 -4.924  -0.09
H22 2.881 -1.049 5.306  0.08
H23 -1.073 -0.402 6.145  0.10
H24 5.704 -1.592 -0.066  0.10
N5 0.467 -0.480 0.357  0.07
H25 1.025 3.155 -3.764  0.11
C21 -3.788 1.259 -3.211  -0.09
H26 1.185 -0.340 2.271  0.08
H27 -0.437 -0.524 -1.460  0.06
C22 3.818 -1.560 2.738  -0.16
C23 -5.299 -0.581 -3.346  -0.14
C24 -0.858 0.285 2.202  -0.07
C25 -1.000 0.151 -4.810  -0.16
C26 -0.106 0.049 5.943  -0.18



[3]
# C5H16N2O

A 2-piece molecular cluster, C5H16N2O overall in a non-equilibrium geometry (the ωB97M-V functional and the def2-TZVPD basis, the Open Molecules 2025 dataset).

Summary:
Total charge: -1
Highest occupied orbital energy (spin up / spin down), hartree: 0.0440 / -0.1724
Energy relative to the best compared isomer or geometry (same formula, charge and spin), eV: 2.689
2S+1: 2
⟨S²⟩: 0.7503
Largest force on an atom, eV/A: 6.0
Gap between HOMO and LUMO (spin up / spin down), eV: 2.580 / 8.389

Each line ends with the Löwdin charge.
Atoms and positions in Å:
H1 -0.039 -3.774 -0.172  -0.09
H2 1.559 1.823 0.324  0.08
C1 0.468 2.014 0.523  -0.11
C2 1.174 -0.281 -1.279  -0.28
H3 -0.783 0.301 1.484  0.16
H4 0.787 -2.735 -0.812  0.04
H5 2.246 -1.539 0.689  0.06
O1 0.781 -3.453 -0.040  -0.21
H6 -1.899 0.022 -1.152  0.06
C3 -0.375 0.742 0.439  -0.38
C4 1.391 -0.945 1.133  -0.13
H7 1.679 -0.117 1.691  0.02
H8 0.459 -0.536 -2.020  0.00
H9 0.843 -1.738 1.682  0.05
N1 -2.834 1.082 0.400  -0.03
H10 0.296 2.434 1.497  0.06
C5 -1.660 0.921 -0.529  -0.29
H11 -3.397 1.820 0.172  -0.01
H12 -1.312 1.828 -1.093  0.08
H13 1.485 0.733 -1.381  0.04
H14 0.178 2.540 -0.322  0.02
N2 0.418 -0.442 -0.031  -0.24
H15 -3.439 0.253 0.335  0.04
H16 1.976 -0.953 -1.537  0.04



[4]
# C9H14BrNO4S

One molecule with the formula C9H14BrNO4S in a non-equilibrium geometry (the ωB97M-V functional and the def2-TZVPD basis, the Open Molecules 2025 dataset).

Summary:
Highest occupied orbital energy, hartree: -0.3324
2S+1: 1
Largest force on an atom, eV/A: 5.7
Gap between HOMO and LUMO, eV: 9.335

Each line ends with the Löwdin charge.
Atoms and positions in Å:
O1 2.327 -0.145 -3.095  0.14
C1 -0.380 -2.177 0.081  -0.07
H1 3.599 1.909 1.936  0.09
H2 1.712 3.033 1.243  0.12
H3 0.744 -2.383 0.256  0.10
H4 -0.918 -2.868 0.839  0.11
C2 -0.701 0.872 -1.691  -0.50
N1 -0.794 -0.782 0.421  -0.06
H5 -4.364 -1.336 0.044  0.10
O2 -2.757 0.563 0.621  0.01
H6 -3.048 -2.464 -0.660  0.08
O3 1.219 -0.161 -0.936  0.00
C3 -3.326 -1.782 0.229  -0.02
H7 -0.717 -2.501 -0.964  0.11
S1 2.485 -0.278 2.410  0.66
H8 -3.336 -2.471 1.157  0.10
C4 0.272 1.361 0.826  -0.14
H9 1.955 2.228 -0.397  0.09
Br1 -0.356 2.766 -2.181  0.78
H10 -0.480 2.220 0.622  0.10
H11 1.401 -0.972 1.881  -0.16
C5 1.331 -0.055 -2.361  -0.39
C6 2.941 1.164 1.344  -0.54
C7 -2.242 -0.588 0.420  -0.36
C8 1.728 2.007 0.715  -0.24
O4 -0.023 0.153 -2.780  -0.08
H12 3.593 0.798 0.469  0.08
H13 -0.012 0.949 1.849  0.11
C9 -0.058 0.265 -0.348  -0.35
H14 -1.793 0.675 -1.946  0.13



[5]
# C25H35N6O2PtS

C25H35N6O2PtS as an isolated structure (the ωB97M-V functional and the def2-TZVPD basis, the Open Molecules 2025 dataset).

Summary:
Total charge: -1
Highest occupied orbital energy (spin up / spin down), hartree: -0.0625 / -0.1595
Energy relative to the best compared isomer or geometry (same formula, charge and spin), eV: 0.000
2S+1: 3
⟨S²⟩: 2.0195
Largest force on an atom, eV/A: 0.8
Gap between HOMO and LUMO (spin up / spin down), eV: 4.175 / 6.789

Each line ends with the Löwdin charge.
Atoms and positions in Å:
H1 -1.005 4.253 2.312  0.07
N1 3.595 1.524 1.707  0.06
C1 0.583 0.408 5.238  -0.06
N2 -0.437 -1.448 0.394  -0.17
H2 2.538 -1.828 -1.616  0.12
H3 0.708 0.373 6.317  0.09
H4 3.982 2.459 1.628  0.08
N3 3.076 1.427 3.017  0.01
H5 -0.219 5.562 0.354  0.07
C2 -1.232 -3.570 -0.420  -0.13
C3 0.454 4.741 0.093  -0.08
H6 2.785 1.558 1.076  0.02
C4 1.544 -0.132 -2.433  -0.26
H7 3.761 1.478 3.748  0.14
H8 -0.212 1.105 4.970  0.09
O1 1.834 0.845 4.716  -0.05
N4 0.840 2.358 0.195  -0.13
H9 0.614 4.741 -0.986  0.07
H10 0.331 -0.581 4.855  0.09
C5 -0.531 0.801 -4.038  -0.11
C6 -5.748 -3.148 -1.536  -0.17
C7 -2.037 -3.760 0.734  -0.59
C8 1.889 0.903 3.355  -0.56
C9 -0.332 3.431 2.060  -0.07
C10 -0.477 -2.441 -0.545  -0.17
C11 -4.577 -4.229 0.243  -0.52
C12 -1.236 -1.624 1.494  -0.19
H11 -5.893 -2.937 -2.591  0.10
H12 3.515 1.485 -2.694  0.08
H13 -7.161 -2.288 1.242  0.09
C13 0.618 0.300 -4.628  -0.11
H14 4.790 -2.314 -1.618  0.08
H15 1.416 4.905 0.583  0.06
Pt1 0.272 0.517 0.163  1.01
C14 -2.021 -2.719 1.698  -0.13
H16 -1.211 -4.324 -1.196  0.09
H17 -2.628 -2.798 2.591  0.09
H18 2.605 -0.392 -0.582  0.09
C15 5.007 -1.249 -1.516  -0.12
H19 5.979 -1.050 -1.973  0.08
H20 -5.378 -3.755 2.184  0.09
H21 -1.894 2.204 0.079  0.05
C16 4.310 0.937 -2.190  -0.10
N5 -6.618 -2.554 -0.713  0.04
C17 -5.467 -3.602 1.116  -0.10
H22 0.719 0.277 -5.707  0.09
H23 5.072 -1.011 -0.441  0.08
H24 -2.219 3.940 0.268  0.07
H25 5.244 1.099 -2.732  0.08
H26 -0.762 2.492 2.408  0.06
H27 -1.432 3.336 -1.202  0.06
C18 -4.727 -3.980 -1.122  -0.09
H28 -1.533 1.274 -2.224  0.08
H29 2.527 -0.610 -4.266  0.11
C19 2.670 -0.740 -1.623  -0.19
C20 -0.121 3.378 0.529  -0.76
H30 -1.354 1.145 -4.654  0.09
C21 -1.510 3.205 -0.122  -0.09
H31 -1.192 -0.836 2.238  0.08
S1 -3.153 -5.113 0.864  0.89
H32 0.144 -2.289 -1.419  0.09
C22 -6.452 -2.788 0.589  -0.17
H33 0.624 3.587 2.567  0.07
C23 1.635 -0.184 -3.822  -0.07
N6 3.989 -0.481 -2.202  -0.28
C24 0.410 0.435 -1.828  -0.27
H34 -4.046 -4.426 -1.834  0.10
H35 4.412 1.334 -1.170  0.07
C25 -0.628 0.867 -2.656  -0.12
O2 0.952 0.517 2.673  -0.01



[6]
# C3H8Se

One molecule with the formula C3H8Se in a non-equilibrium geometry (the ωB97M-V functional and the def2-TZVPD basis, the Open Molecules 2025 dataset).

Summary:
Highest occupied orbital energy, hartree: -0.3214
Energy relative to the best compared isomer or geometry (same formula, charge and spin), eV: 0.247
2S+1: 1
Largest force on an atom, eV/A: 4.2
Gap between HOMO and LUMO, eV: 9.659

Each line ends with the Löwdin charge.
Atoms and positions in Å:
H1 -1.157 -0.555 1.904  0.04
H2 -0.078 -1.808 1.077  0.10
C1 0.481 -0.246 -1.126  -0.18
H3 1.561 -0.395 -0.676  0.12
C2 -0.501 0.197 0.022  -0.71
H4 0.517 -0.434 1.712  0.02
Se1 -0.056 2.139 0.450  0.72
C3 -0.361 -0.732 1.259  -0.17
H5 0.011 -1.042 -1.573  0.02
H6 0.601 2.319 -0.886  -0.16
H7 -1.618 -0.006 -0.224  0.11
H8 0.599 0.561 -1.939  0.06



[7]
# C3H9NO3

A 2-piece molecular cluster, C3H9NO3 overall in a non-equilibrium geometry (the ωB97M-V functional and the def2-TZVPD basis, the Open Molecules 2025 dataset).

Summary:
Highest occupied orbital energy, hartree: -0.3615
Energy relative to the best compared isomer or geometry (same formula, charge and spin), eV: 1.449
2S+1: 1
Largest force on an atom, eV/A: 2.5
Gap between HOMO and LUMO, eV: 10.421

Each line ends with the Löwdin charge.
Atoms and positions in Å:
H1 -2.436 1.660 3.006  0.03
H2 1.169 2.264 -0.476  0.07
O1 0.351 -2.084 -1.102  0.12
H3 0.869 -0.015 1.400  0.10
C1 0.398 1.557 -0.784  -0.06
O2 -1.260 -0.615 -0.703  0.08
C2 1.054 0.180 -0.640  -0.36
H4 2.290 0.708 0.925  0.07
H5 -1.677 -1.362 -1.155  0.12
H6 1.941 0.072 -1.290  0.15
C3 0.074 -0.953 -0.827  -0.49
H7 0.100 1.783 -1.801  0.08
N1 1.672 -0.062 0.695  0.04
H8 -1.472 0.349 2.659  0.03
H9 -0.216 1.754 0.108  0.08
O3 -1.774 1.235 2.465  -0.05



[8]
# C3H6N4S

One molecule with the formula C3H6N4S in a non-equilibrium geometry (the ωB97M-V functional and the def2-TZVPD basis, the Open Molecules 2025 dataset).

Summary:
Highest occupied orbital energy, hartree: -0.2908
Energy relative to the best compared isomer or geometry (same formula, charge and spin), eV: 4.029
2S+1: 1
Largest force on an atom, eV/A: 4.9
Gap between HOMO and LUMO, eV: 8.395

Each line ends with the Löwdin charge.
Atoms and positions in Å:
N1 1.492 1.376 -1.387  0.07
N2 -0.474 1.035 -0.170  -0.05
C1 -0.448 -1.143 0.242  -0.41
N3 -1.306 0.012 0.226  -0.53
H1 1.099 2.303 -0.920  0.14
H2 -0.985 1.942 -0.680  0.22
H3 2.600 1.234 -1.442  0.17
H4 1.508 -1.512 -0.804  0.10
S1 -2.451 0.379 1.436  0.68
C2 0.755 -0.825 -0.519  0.01
N4 -0.674 -2.110 1.150  0.07
C3 0.619 0.469 -0.809  -0.45
H5 -1.733 -0.368 2.676  0.00
H6 -0.001 -2.793 1.002  -0.01



[9]
# C6H8CsLiO6

C6H8CsLiO6 as an isolated structure in a non-equilibrium geometry (the ωB97M-V functional and the def2-TZVPD basis, the Open Molecules 2025 dataset).

Summary:
Highest occupied orbital energy (spin up / spin down), hartree: -0.2087 / -0.2141
Energy relative to the best compared isomer or geometry (same formula, charge and spin), eV: 6.608
2S+1: 1
Largest force on an atom, eV/A: 4.6
Gap between HOMO and LUMO (spin up / spin down), eV: 3.866 / 4.012

Each line ends with the Löwdin charge.
Atoms and positions in Å:
H1 -0.375 -1.258 -2.123  0.10
H2 1.728 4.372 1.233  0.12
C1 1.508 3.313 1.048  -0.15
Li1 -0.392 1.764 -1.453  0.78
Cs1 0.656 -9.291 -3.095  0.97
O1 0.623 -3.610 -1.765  -0.09
C2 -1.525 -0.234 -0.612  -0.10
O2 -0.743 1.313 0.351  -0.24
H3 1.436 3.104 3.242  0.12
O3 -1.184 -2.641 -0.827  -0.02
C3 -0.593 -1.322 -1.046  -0.26
C4 1.193 2.548 2.332  -0.14
O4 -1.103 -4.828 -1.123  -0.11
H4 -2.465 -0.254 -1.194  0.06
C5 -0.507 -3.720 -1.220  -0.85
H5 1.661 1.555 2.354  0.12
H6 0.361 -1.293 -0.500  0.12
O5 0.275 3.248 0.310  -0.11
H7 -1.978 -0.484 0.363  0.08
C6 -0.651 2.484 0.997  -0.50
O6 -0.230 2.380 2.275  -0.03
H8 2.304 2.852 0.452  0.12